Entry 1:
{"formula": "C12H19ClO", "method": "ωB97M-V/def2-TZVPD", "elements": ["C", "C", "C", "C", "C", "C", "C", "C", "C", "C", "C", "C", "O", "Cl", "H", "H", "H", "H", "H", "H", "H", "H", "H", "H", "H", "H", "H", "H", "H", "H", "H", "H", "H"], "xyz": [[1.57622, 0.33133, -0.27093], [3.37298, -0.37318, -0.51822], [0.28698, 0.16502, -0.24190], [3.94384, -0.69082, 0.75672], [3.23277, -0.26905, 2.10716], [-0.85370, 3.81985, -0.25736], [-0.71203, -1.52802, -1.85759], [-1.37171, -1.56980, 0.52586], [0.81254, -2.40892, -0.29829], [-0.63391, 1.32077, -0.18776], [0.09005, 2.64388, 0.05957], [-0.25637, -1.30180, -0.43519], [4.68876, -1.68069, 0.76078], [3.89505, -0.86358, -2.00248], [2.52249, -0.94702, 2.37964], [4.01366, -0.18625, 2.93691], [2.67738, 0.61782, 1.77387], [-1.74209, 3.84855, 0.46138], [-1.04671, 3.75347, -1.30389], [-0.45913, 4.68836, 0.11886], [0.21409, -1.21023, -2.34598], [-1.56782, -1.05407, -2.14574], [-0.96933, -2.63049, -2.15018], [-2.22922, -1.06654, 0.16966], [-1.12758, -1.18991, 1.54703], [-1.65966, -2.68182, 0.47663], [1.61653, -2.36062, -1.02823], [0.29653, -3.31088, -0.28453], [1.38345, -2.03716, 0.57588], [-1.14044, 1.15084, 0.80580], [-1.44856, 1.37185, -0.80967], [0.37636, 2.67263, 1.05553], [1.01726, 2.81936, -0.66503]], "atomic_forces_ev_per_a": [[5.7413, -1.1502, -1.1003], [-5.7981, 2.4344, 1.6428], [0.2000, -2.1976, -1.6991], [-0.7984, -2.9667, 1.6506], [3.2982, 2.5808, -2.0106], [-1.2083, -2.2575, 2.1925], [1.8545, -2.2696, -0.4724], [-0.0013, -1.4434, 1.0154], [1.6911, 3.7383, 1.3602], [1.3628, 0.1978, 4.3067], [0.1958, 1.0441, -3.7715], [0.2888, -0.8423, -0.3527], [0.3635, 1.2510, 0.0188], [0.0722, 0.1204, -0.4303], [-1.7252, -2.3028, 0.5405], [-1.1749, 0.3172, -1.2813], [0.3765, 0.3334, 1.1525], [0.3275, -0.8706, -1.4797], [-0.7021, 0.6718, -0.5613], [1.6625, 2.5015, -0.1716], [-0.6896, -0.1229, -1.1733], [-2.1084, 2.0420, -0.8757], [0.9073, 1.6413, 0.9460], [-1.1818, 0.7982, -0.1108], [-0.3175, -0.7445, -0.5377], [0.5636, 1.5454, 0.5218], [-0.4366, -0.1977, -0.6718], [-0.3110, -1.7645, 0.4545], [-0.3441, -1.4716, 0.4224], [0.0022, 0.1522, -0.6477], [-1.4686, -0.1265, -2.3020], [1.0212, 0.1012, 1.7863], [-1.6632, -0.7428, 1.6389]], "de_lowest_ev": 4.180, "homo_energy_ha": [-0.324, -0.304], "homo_lumo_gap_ev": [8.535, 7.176]}

Entry 2:
{"formula": "C23H26N5OS", "method": "ωB97M-V/def2-TZVPD", "elements": ["C", "C", "C", "N", "C", "C", "C", "N", "N", "C", "N", "C", "H", "C", "C", "C", "H", "H", "C", "H", "H", "H", "H", "H", "H", "H", "H", "C", "N", "S", "C", "C", "C", "C", "C", "C", "C", "C", "H", "H", "O", "C", "C", "H", "H", "H", "H", "H", "H", "H", "H", "H", "H", "H", "H", "H"], "xyz": [[-0.37490, -1.89957, -1.85278], [-0.65564, -2.13601, -0.58577], [-0.96075, -1.09595, 0.45698], [-0.72363, 0.25912, 0.00836], [0.50350, 0.81037, -0.09354], [1.74086, 0.17775, 0.11153], [2.97883, 0.87750, 0.02585], [3.19194, 2.18511, 0.27147], [4.49278, 2.50073, 0.18242], [5.10355, 1.40360, -0.13397], [4.20560, 0.37097, -0.26033], [4.58418, -0.95150, -0.70229], [3.67984, -1.52065, -0.91089], [5.44398, -1.66874, 0.33923], [6.90609, -1.22526, 0.31957], [7.13604, 0.23347, 0.71287], [8.21097, 0.40277, 0.77655], [6.71522, 0.42472, 1.70171], [6.56306, 1.24726, -0.29027], [7.00850, 2.22849, -0.12856], [6.79846, 0.92630, -1.30821], [7.46054, -1.85603, 1.01535], [7.31971, -1.39910, -0.67633], [5.39969, -2.73683, 0.12762], [5.01196, -1.51616, 1.32985], [5.14737, -0.84211, -1.63449], [2.52836, 2.88429, 0.56706], [1.85379, -1.17580, 0.48160], [2.03320, -2.25154, 0.84458], [0.37913, 2.47006, -0.60353], [-1.34079, 2.34211, -0.68188], [-1.76385, 1.10681, -0.33763], [-3.17158, 0.71215, -0.31500], [-3.63453, -0.42301, -0.98712], [-4.97261, -0.73404, -0.98149], [-5.90122, 0.07057, -0.30600], [-5.43808, 1.20938, 0.35685], [-4.09485, 1.52485, 0.33896], [-3.75196, 2.40622, 0.86026], [-6.11498, 1.86107, 0.88447], [-7.17718, -0.33307, -0.38495], [-8.20873, 0.37326, 0.28894], [-8.25681, 0.05118, 1.77820], [-7.34407, 0.36305, 2.28069], [-8.37871, -1.01954, 1.91973], [-9.10015, 0.56289, 2.23237], [-8.11113, 1.45134, 0.11817], [-9.12607, 0.02907, -0.19473], [-5.33961, -1.60161, -1.50523], [-2.94777, -1.04735, -1.53848], [-1.92770, 3.17888, -0.99641], [-0.36444, -1.28789, 1.35370], [-2.01605, -1.16952, 0.73956], [-0.69340, -3.14562, -0.20573], [-0.18008, -2.70319, -2.53947], [-0.32588, -0.90525, -2.26940]], "atomic_forces_ev_per_a": [[-0.0379, 0.0014, -0.0667], [-0.1661, 0.1331, 0.0796], [-0.0571, -0.7319, 0.2106], [0.5055, 0.2438, -0.0015], [0.1536, 0.3504, -0.2524], [-0.2092, 0.0273, -0.1318], [0.1202, 0.4696, 0.0839], [-0.1361, -1.0016, -0.2142], [0.8310, 0.6133, -0.0307], [-0.2267, 0.3863, 0.0542], [-0.6148, 0.8422, 0.2104], [0.1135, -0.9068, -0.0959], [0.1553, 0.1351, -0.0637], [0.1251, 0.0247, -0.1906], [-0.1529, 0.0761, 0.2761], [0.1228, -0.1268, -0.2102], [-0.0096, 0.0482, 0.0586], [0.0467, 0.0387, 0.0745], [0.2254, -0.0646, 0.1857], [-0.0741, -0.0119, -0.0931], [0.0160, 0.0738, -0.0478], [0.0495, -0.0376, -0.0587], [0.0719, -0.0455, -0.0427], [-0.0704, -0.0260, 0.0186], [-0.0746, -0.0648, 0.0215], [-0.1460, 0.0261, 0.0274], [0.0390, -0.1089, 0.0604], [0.1056, -0.1344, 0.2981], [0.1237, -0.3835, 0.1099], [-0.2545, -0.5094, 0.1114], [0.1868, -0.3916, 0.1786], [-0.2869, 1.1126, -0.4002], [-0.2746, -0.0538, 0.0991], [-0.0984, 0.1627, 0.0345], [-0.1833, 0.0035, 0.0659], [0.3794, 0.0569, -0.0405], [-0.4432, -0.0499, -0.0511], [0.2928, -0.2139, -0.0778], [0.0280, 0.0768, 0.0744], [-0.1016, 0.0274, 0.0541], [0.1891, -0.1989, -0.1496], [-0.3618, 0.1644, 0.3822], [0.1536, -0.0012, -0.3942], [0.0376, 0.0311, 0.0867], [-0.0276, -0.0769, 0.0391], [-0.0834, 0.0595, 0.0787], [-0.0058, -0.1061, -0.0670], [0.1324, 0.1359, 0.0334], [-0.0543, -0.1111, -0.0758], [0.0462, -0.0777, -0.0354], [-0.2126, 0.1154, -0.0934], [-0.1800, 0.0778, -0.0897], [0.2220, 0.0757, 0.0476], [0.0402, -0.1807, 0.0179], [0.0346, -0.2168, -0.1025], [-0.0039, 0.2425, 0.0042]], "de_lowest_ev": 0.000, "homo_energy_ha": -0.394, "homo_lumo_gap_ev": 7.747, "total_charge": 1}

Entry 3:
{"formula": "C5H24BCuN10O5", "method": "ωB97M-V/def2-TZVPD", "elements": ["Cu", "B", "H", "H", "H", "H", "C", "O", "N", "N", "H", "H", "H", "H", "C", "O", "N", "N", "H", "H", "H", "H", "C", "O", "N", "N", "H", "H", "H", "H", "C", "O", "N", "N", "H", "H", "H", "H", "C", "O", "N", "N", "H", "H", "H", "H"], "xyz": [[-0.77441, -0.46656, -0.01499], [-1.93500, -2.23483, -0.88408], [-1.20720, -2.61350, -0.18326], [-1.35400, -1.86697, -1.71556], [-2.59913, -3.00432, -1.24612], [-2.52630, -1.43868, -0.45894], [-3.17522, 1.74588, 1.40704], [-2.28161, 0.98083, 1.19405], [-3.59200, 2.14003, 2.56303], [-3.84452, 2.26730, 0.38894], [-4.50563, 2.55516, 2.67732], [-3.15837, 1.57616, 3.28005], [-4.52465, 3.00999, 0.46597], [-3.63993, 1.82791, -0.49716], [1.87545, -2.02469, -0.74097], [1.13136, -1.08575, -0.92062], [1.50604, -3.23319, -0.95480], [3.13249, -1.94076, -0.42600], [0.51281, -3.37500, -1.07093], [2.16492, -3.92264, -0.62219], [3.60071, -1.04942, -0.34600], [3.58892, -2.83235, -0.29624], [1.38111, 2.12020, 0.39627], [0.53565, 1.21455, 0.47669], [2.09123, 2.45756, -0.70622], [1.84245, 2.65574, 1.41036], [2.01378, 2.16006, -1.66829], [2.72125, 3.23254, -0.55597], [2.31111, 3.53349, 1.23711], [1.70753, 2.31476, 2.35143], [-0.85774, 0.90745, -3.06899], [-1.14188, 0.61806, -1.91112], [-1.36049, 1.91364, -3.71060], [0.19990, 0.49120, -3.69769], [-1.29464, 2.02220, -4.71259], [-1.91582, 2.45645, -3.06480], [0.47426, 0.88276, -4.58736], [0.95961, 0.04736, -3.20176], [1.05909, -1.56820, 2.66703], [0.19354, -1.12383, 1.92626], [1.41350, -2.82036, 2.72415], [1.82026, -0.84141, 3.42442], [0.91125, -3.44171, 2.10628], [2.22655, -3.06126, 3.27280], [1.78368, 0.16613, 3.36416], [2.53025, -1.35191, 3.92978]], "atomic_forces_ev_per_a": [[0.0073, 0.3634, -0.4923], [1.1517, 0.2058, -0.2077], [2.6916, -1.9246, 3.1206], [1.9581, 1.2873, -3.3682], [-2.5072, -2.6345, -0.8807], [-2.4894, 3.4786, 1.9458], [-1.0190, 0.6178, -2.6750], [2.8600, -2.5653, 0.1242], [-0.2043, 0.3796, 3.9908], [-1.0122, 0.7870, -2.4151], [0.3258, -0.2803, 0.2368], [-0.5012, 0.4579, 0.5681], [0.1704, -0.3591, -0.1165], [-0.2092, 0.4036, -0.0092], [-0.7615, 1.4394, -0.6290], [-1.0371, 2.5596, -0.2607], [-1.3116, -3.9037, -0.1643], [3.4250, 0.7071, 1.1768], [-0.0700, -0.4803, 0.0391], [-0.9770, -0.6484, -0.4042], [-0.0376, -0.4184, 0.0932], [0.7336, 0.8283, 0.0265], [-2.7780, -5.8020, -5.2857], [-0.3664, 0.2065, -0.4347], [0.5827, 1.0558, -1.4620], [2.8135, 4.5268, 6.5835], [-0.7660, -0.1816, 0.5152], [0.0866, -0.3070, -0.5153], [0.2352, -0.1702, 1.0213], [-0.4384, 0.4026, -0.4417], [1.5504, -0.1730, 2.2610], [-0.7439, 0.0545, 0.6607], [-3.3624, 2.8807, -0.5200], [4.0683, -2.8153, -1.6543], [-0.2762, 0.3503, 0.4871], [-0.6136, 0.4051, -1.0674], [-0.1864, -0.0235, 0.3224], [-0.5550, -0.5625, 0.1078], [-1.2491, 0.7780, -2.0528], [-1.0693, 0.2153, -0.4259], [0.0309, -3.2774, -0.4207], [1.8466, 2.5629, 2.1923], [0.3416, -0.3216, 0.3916], [-0.4807, -0.7004, -0.4475], [0.1101, -0.4752, 0.2732], [0.0334, 1.0703, 0.2129]], "s2": 0.751, "de_lowest_ev": 3.717, "multiplicity": 2, "homo_energy_ha": [-0.429, -0.428], "homo_lumo_gap_ev": [9.445, 7.750], "total_charge": 1}